Record 1
{"formula": "BrPd2", "method": "ωB97M-V with the def2-TZVPD basis set", "symbols": ["Pd", "Pd", "Br"], "xyz": [[1.170, -1.171, -0.790], [-1.264, 0.807, 1.039], [0.094, 0.363, -0.249]], "lowdin_spin": [1.5663, 1.3056, 1.1281], "multiplicity": 5, "orbital_gap_ev": [12.03, 7.91], "e_above_lowest_ev": 6.6958, "total_charge": 3}

Record 2
{"formula": "BrPd3", "method": "ωB97M-V with the def2-TZVPD basis set", "symbols": ["Pd", "Pd", "Pd", "Br"], "xyz": [[-0.248, -2.147, 0.243], [2.397, -0.285, -1.831], [-2.042, 0.286, 1.297], [-0.107, 2.146, 0.292]], "lowdin_spin": [1.5167, 1.3456, 1.2196, 1.9181], "multiplicity": 7, "orbital_gap_ev": [8.87, 3.99], "total_charge": 5}

Record 3
{"formula": "C10H10", "method": "ωB97M-V with the def2-TZVPD basis set", "symbols": ["C", "C", "C", "C", "C", "C", "C", "C", "C", "C", "H", "H", "H", "H", "H", "H", "H", "H", "H", "H"], "xyz": [[-0.102, -2.009, -0.055], [0.573, -0.645, -0.076], [1.943, -0.543, 0.167], [2.583, 0.677, 0.174], [1.950, 1.901, -0.027], [0.595, 1.815, -0.273], [-0.083, 0.603, -0.299], [-1.768, 0.644, -0.548], [-2.612, 1.236, 0.471], [-2.627, -0.079, 0.533], [-1.096, -1.937, 0.414], [-0.254, -2.226, -1.189], [0.480, -2.776, 0.409], [2.537, -1.419, 0.416], [3.569, 0.497, 0.426], [2.517, 2.914, 0.149], [0.024, 2.845, -0.406], [-1.946, 0.841, -1.606], [-2.954, 2.087, 1.070], [-2.800, -1.154, 0.684]], "nbo_charge": [-0.6231, -0.0244, -0.2040, -0.2235, -0.2215, -0.2251, -0.0229, -0.2584, -0.1711, -0.1887, 0.2100, 0.2233, 0.2196, 0.2015, 0.2060, 0.2231, 0.2118, 0.1954, 0.2257, 0.2461], "orbital_gap_ev": 9.90, "e_above_lowest_ev": 0.9180, "smiles": "Cc1ccccc1C1C=C1"}

Record 4
{"formula": "C10H10BCl3F2IrN3O", "method": "ωB97M-V with the def2-TZVPD basis set", "symbols": ["Ir", "C", "C", "O", "N", "C", "C", "C", "C", "C", "C", "N", "H", "H", "H", "H", "H", "H", "H", "H", "H", "H", "F", "B", "F", "Cl", "C", "Cl", "Cl", "C", "N"], "xyz": [[-1.058, 0.317, 0.459], [-1.804, -3.305, -1.894], [-1.044, -2.512, -0.891], [-1.562, -1.439, -0.442], [0.152, -2.897, -0.498], [0.874, -2.228, 0.573], [1.593, -0.965, 0.160], [2.941, -0.974, -0.142], [3.601, 0.210, -0.435], [2.891, 1.399, -0.408], [1.548, 1.360, -0.109], [0.906, 0.203, 0.147], [-2.867, -3.227, -1.680], [-1.499, -4.349, -1.900], [-1.627, -2.878, -2.884], [0.544, -3.730, -0.912], [1.592, -2.934, 0.983], [0.172, -2.005, 1.378], [3.477, -1.912, -0.116], [4.659, 0.205, -0.660], [3.362, 2.349, -0.612], [0.946, 2.257, -0.078], [-0.911, 1.665, 3.067], [-0.804, 0.512, 2.454], [-0.515, -0.582, 3.131], [-2.469, 5.378, 1.769], [-2.767, 4.632, 0.205], [-4.486, 4.421, -0.107], [-1.964, 5.501, -1.099], [-2.173, 3.286, 0.255], [-1.707, 2.241, 0.287]], "nbo_charge": [0.8667, -0.7067, 0.7404, -0.7109, -0.5274, -0.2897, 0.2104, -0.2026, -0.0799, -0.2087, 0.0656, -0.3826, 0.2799, 0.2580, 0.2790, 0.4441, 0.2685, 0.2532, 0.2576, 0.2660, 0.2708, 0.2370, -0.4667, 1.1534, -0.4752, 0.1510, -0.2670, 0.1490, 0.1399, 0.5014, -0.4742], "orbital_gap_ev": 8.44, "e_above_lowest_ev": 0.8720, "total_charge": 2}

- Number 1 is which compound?
  BrPd2